Entry 1:
C27H28F6N6O6S2Se2W | the ωB97M-V functional and the def2-TZVPD basis

## Properties
- LUMO energy (alpha / beta): -0.70 / -0.25 eV
- Energy above the lowest of the compared OMol25 structures with the same formula, charge and spin: 39.2 kJ/mol
- Spin multiplicity: 3
- <S²>: 2.0313

Atoms and positions in Å:
C  4.23317  2.86486  1.07650
H  -0.89061  1.71892  4.56504
F  3.52368  -3.44385  2.35780
C  -3.55348  2.50616  3.86088
C  2.35094  -1.94895  -2.09117
C  -2.86897  1.51993  1.71245
N  4.22914  0.26025  1.62658
C  -0.28068  -3.84984  2.51683
H  -0.92346  4.13940  -2.41754
F  5.07770  -2.56590  1.15646
H  -3.94714  1.50917  1.55473
C  2.62545  0.57692  -3.16375
C  0.27564  2.34746  -2.84567
H  -3.31817  2.60771  4.92880
H  -2.17574  0.34808  5.59441
C  -1.15810  2.01489  3.54865
C  4.30078  -2.36532  2.21481
H  5.55102  0.34819  -3.55484
H  0.54863  2.37049  -3.88001
O  2.40085  -1.26969  0.81398
H  -2.46314  2.43214  1.28242
H  -0.44570  -4.90216  2.45016
H  -0.25505  -3.36562  4.66145
H  -0.40598  -2.35743  -3.10797
H  -2.11462  -0.60100  3.46873
O  2.48355  -0.71369  3.16866
F  3.93486  3.81099  0.18569
C  -0.55122  2.65119  -0.82950
H  -1.16715  3.10586  3.49337
F  5.06763  -2.26892  3.29335
C  1.39080  -0.98165  -1.75680
W  0.26499  -0.06517  0.65830
C  3.57979  -0.38018  -3.45162
N  0.05807  -1.76005  1.81706
C  1.54478  0.29705  -2.33053
H  4.57883  0.76436  -4.96477
H  -2.03427  -6.92911  -1.95460
Se  0.50807  1.56376  2.40360
H  2.73475  1.57440  -3.56331
C  -0.27372  -3.45746  0.08803
N  -0.13661  -3.05181  1.42078
S  3.84059  1.16024  0.38847
C  0.01001  -1.77013  3.16718
C  -0.14702  -2.57533  -1.00964
H  -0.56810  -5.52251  0.61725
N  0.33782  -1.27378  -0.89997
C  -2.87866  0.11455  3.79785
H  -0.71245  -7.33669  -0.85493
F  5.52119  2.97104  1.38096
C  4.79394  -0.02121  -4.24570
H  5.19751  -0.88455  -4.76703
C  -0.54625  -4.80666  -0.18692
H  -0.97256  -4.71394  -3.52371
H  -4.57005  2.10242  3.76630
N  0.63088  1.32086  -2.03948
O  -3.01401  0.09035  5.19476
H  2.24856  -2.93651  -1.66249
C  -0.18418  -3.05993  3.63819
N  0.12071  1.48818  -0.80354
C  -2.56638  1.50445  3.20760
C  -0.98553  -6.74488  -1.72319
O  -3.45018  3.75667  3.21964
O  4.65275  0.97796  -0.76267
C  -0.48428  3.21842  -2.09650
H  -0.39074  -7.08234  -2.57008
C  -0.75113  -5.28746  -1.46648
H  0.15531  -0.87212  3.74329
H  -3.84032  -0.21867  3.39925
O  2.40515  1.19201  0.18352
H  4.14610  -2.42158  -3.11467
H  -1.03163  3.02990  0.05654
H  -4.08461  4.35474  3.62616
C  3.42047  -1.65099  -2.90355
C  -0.74885  -4.37961  -2.52353
F  3.51537  3.08784  2.16759
Se  -2.22581  -0.03541  0.58864
C  -0.44188  -3.06269  -2.28986
S  3.20520  -0.86675  1.95235

Force components x, y, z for each atom (eV/Å):
-0.040 -0.112 0.044
0.105 0.107 0.002
-0.243 0.161 0.033
0.148 -0.512 0.299
-0.103 0.272 0.172
0.501 -0.473 -0.445
0.092 0.086 -0.127
0.122 0.683 0.095
-0.094 0.163 -0.085
0.048 0.157 -0.156
0.009 -0.002 -0.048
-0.207 -0.112 0.109
-0.201 -0.049 0.400
-0.078 -0.101 -0.105
-0.061 -0.064 0.019
0.508 -0.392 -0.487
0.011 -0.047 -0.176
0.170 0.055 -0.037
0.144 -0.053 -0.175
0.265 -0.286 -0.294
-0.160 -0.045 -0.059
-0.022 -0.176 -0.120
-0.015 -0.106 0.153
0.060 0.037 -0.041
-0.217 0.132 -0.066
0.563 0.022 0.751
-0.057 -0.279 -0.222
0.313 -0.645 0.097
0.147 -0.165 0.057
-0.089 0.319 0.043
0.763 0.446 -1.357
-1.282 0.751 -0.423
-0.225 -0.032 -0.006
-0.539 -1.546 2.000
0.393 -1.091 0.026
0.024 0.058 -0.100
-0.052 -0.083 -0.010
-1.279 1.443 1.474
0.049 0.130 0.038
-0.157 0.040 -1.651
0.156 0.193 1.177
0.082 0.808 0.191
0.134 -0.231 -0.754
-0.356 -0.766 0.334
-0.048 -0.070 0.101
-0.157 -0.369 0.046
0.254 0.062 -0.727
-0.019 -0.139 0.068
0.117 -0.186 -0.053
0.026 0.011 0.129
0.057 -0.054 -0.081
0.096 0.158 0.057
0.009 -0.063 -0.177
0.052 -0.033 0.041
-0.411 0.638 -0.207
0.075 0.128 0.661
0.051 -0.019 -0.016
-0.121 -0.244 -0.365
-0.237 1.313 -0.830
-0.150 -0.007 0.074
-0.052 0.039 0.043
-0.039 0.413 -0.222
0.480 0.082 -0.211
0.214 -0.147 -0.113
0.006 -0.054 -0.035
0.015 0.189 0.007
0.033 -0.028 -0.278
0.071 -0.035 -0.017
0.464 0.661 -0.034
0.148 -0.068 -0.018
0.055 -0.148 -0.046
0.087 0.012 -0.052
-0.123 0.038 -0.064
0.037 0.076 0.201
-0.055 -0.126 0.086
-0.819 0.492 0.537
-0.141 -0.002 0.167
0.697 -1.214 0.754

Atom charges from the Löwdin analysis, given in e for atoms 1 to 5:
1 C -0.67
2 H 0.06
3 F 0.13
4 C -0.22
5 C -0.01

=====

Entry 2:
C20H21N3Pb | the ωB97M-V functional and the def2-TZVPD basis

## Properties
- LUMO energy (alpha / beta): -15.94 / -15.76 eV
- Net charge: +4
- Spin multiplicity: 1

Atoms and positions in Å:
H  2.95383  4.19834  -4.74154
C  0.28622  -2.68070  -0.45973
H  -2.09438  -2.95484  1.99901
C  0.88557  2.35901  -2.77428
H  -3.84125  -5.04728  0.36585
H  -0.45246  -3.15049  -3.64483
H  0.16884  -4.60850  -3.00242
C  0.14694  3.41947  4.20320
C  -0.27106  -2.65915  0.82556
H  1.01836  -3.57796  2.19224
C  -0.57987  2.26776  4.40346
C  1.33339  2.82255  -1.50837
Pb  -0.84101  0.32476  0.13724
N  -0.27724  1.57866  2.11755
H  -4.46117  -3.83602  -0.69356
H  0.10311  1.60906  -2.83221
N  0.95204  3.04455  0.69050
H  1.25708  4.54669  2.71437
H  1.46807  -1.92108  1.89447
C  2.39368  3.80891  -1.42605
C  -3.84335  -3.96439  0.19486
H  2.70563  4.15464  -0.45136
C  -1.67444  -2.97839  0.99688
H  -4.31482  -3.51368  1.06438
N  0.71333  2.35680  -0.34936
H  0.05625  -2.32412  2.93952
C  2.49122  3.83384  -3.83029
C  -1.80708  -3.65445  -1.27381
C  -0.43303  -3.23779  -1.51430
H  -1.02265  2.04589  5.36731
C  0.68058  3.65484  2.93154
H  3.68888  5.07837  -2.52019
H  1.35159  -2.50649  -0.58225
C  0.44621  2.73332  1.91387
H  -2.34831  -4.14097  -2.08180
H  -1.33595  0.46053  3.49633
H  0.30199  4.12941  5.00729
H  1.06608  2.55059  -4.88230
C  0.59963  -2.57301  2.02741
C  1.42590  2.86780  -3.91143
C  -2.44154  -3.49666  -0.02071
H  1.19568  -3.16629  -2.92240
C  2.93869  4.30099  -2.56821
C  0.17436  -3.52148  -2.82253
C  -0.76355  1.36698  3.33109

Force components x, y, z for each atom (eV/Å):
-0.029 0.027 -0.009
0.176 0.125 0.015
0.054 0.105 -0.013
-0.122 -0.306 0.519
0.119 -0.006 0.061
0.010 0.082 0.065
0.032 -0.012 0.107
-0.045 -0.057 0.101
-0.247 -0.755 0.134
-0.031 -0.009 -0.018
0.010 0.003 -0.086
0.453 0.519 -0.366
0.166 0.566 0.141
0.047 0.122 -0.484
-0.020 0.210 0.025
-0.023 0.118 -0.022
0.440 0.451 -0.475
-0.007 -0.047 -0.027
-0.025 -0.058 -0.012
-0.431 -0.222 0.041
-0.031 -0.355 -0.152
0.085 0.025 -0.056
0.306 -0.047 0.236
0.010 0.108 -0.040
-0.495 -0.583 0.684
0.008 0.019 -0.033
-0.190 -0.106 0.257
0.135 0.000 -0.092
-0.143 -0.033 -0.046
0.014 -0.062 -0.031
0.058 -0.011 -0.169
0.150 -0.063 -0.039
-0.039 0.026 -0.017
-0.302 -0.397 0.155
0.038 0.068 -0.021
0.012 0.018 -0.009
0.006 0.000 -0.020
0.060 0.023 -0.021
-0.004 0.316 0.092
0.230 0.126 -0.230
-0.238 0.029 0.016
-0.006 0.041 0.027
0.018 0.200 -0.184
-0.093 -0.174 -0.250
-0.116 -0.023 0.249

Atom charges from the Löwdin analysis, given in e for atoms 1 to 5:
1 H 0.16
2 C -0.07
3 H 0.15
4 C 0.01
5 H 0.13